1.
Entry from OMol25: a cluster of 2 separate species, C3H5Cl3S in total (ωB97M-V with the def2-TZVPD basis set).

The geometry in XYZ format:
```
12
Properties=species:S:1:pos:R:3:forces:R:3
C -0.6357 0.3624 -1.2809 -3.8 -1.2 2.2
C 0.7273 -0.9313 0.9760 -2.1 1.2 -1.1
C -1.0439 0.3673 0.1701 2.5 -3.2 0.8
S 2.0389 -0.6665 -0.1351 0.3 0.2 0.7
Cl -0.7835 1.8130 1.0671 -0.7 0.1 0.0
Cl -2.5025 -0.6594 0.4427 0.7 1.2 0.2
Cl 2.7595 1.1287 0.5265 -0.1 -0.2 -0.2
H -0.6768 -0.6961 -1.5050 0.1 0.0 -0.8
H -1.3841 0.9562 -1.7624 -0.3 0.2 -1.0
H 0.2822 0.7600 -1.3417 3.3 1.4 -0.6
H 0.4985 -2.0217 0.8937 -0.3 1.0 0.4
H 0.7201 -0.4125 1.9489 0.3 -0.7 -0.5
```
Positions in Å, forces in eV/Å.

Properties
- relative energy (zero: lowest compared OMol25 entry of this formula, charge and spin) (kJ/mol) = 266.9
- spin multiplicity = 1
- frontier orbital gap (spin up / spin down) (eV) = 7.829 / 7.828

---

2.
Entry from OMol25: a cluster of 3 separate species, C3H5Cl4NOS in total (ωB97M-V with the def2-TZVPD basis set).

The geometry in XYZ format:
```
15
Properties=species:S:1:pos:R:3:forces:R:3
C -1.7721 -0.8624 0.5997 1.4 -2.4 1.1
C -3.2092 1.0973 0.3323 2.2 1.9 -0.5
C 2.1352 0.3814 -0.4520 0.8 1.0 -0.2
N 2.0962 -2.3653 -0.2352 -0.4 -1.8 -0.5
O -2.6358 -0.0633 0.9744 -2.2 1.4 1.4
S 1.6962 -1.2011 0.5728 1.1 1.7 1.9
Cl -1.1826 -0.6998 -0.9932 0.0 0.5 -1.8
Cl 1.0007 1.6865 -0.0191 0.2 -0.3 0.3
Cl 3.8064 0.9399 -0.1726 -0.1 -0.1 0.4
Cl 2.0794 0.1542 -2.2236 -0.5 -0.6 0.5
H -2.3212 1.5819 -0.1521 -0.9 -0.5 -0.5
H -3.3185 1.8937 1.1468 -1.2 -1.6 -1.0
H -3.9780 0.7951 -0.4237 0.4 0.6 1.2
H 2.7743 -2.5572 -0.9462 0.6 0.5 0.1
H 2.8290 -0.7808 1.9917 -1.4 -0.3 -2.4
```
Positions in Å, forces in eV/Å.

Properties
- relative energy (zero: lowest compared OMol25 entry of this formula, charge and spin) (kJ/mol) = 568.3
- spin multiplicity = 1
- frontier orbital gap (eV) = 8.526

---

3.
Entry from OMol25: an isolated molecule of C3H5ClFN (ωB97M-V with the def2-TZVPD basis set).

The geometry in XYZ format:
```
11
Properties=species:S:1:pos:R:3:forces:R:3
C -0.9220 -1.3505 0.5396 -0.8 -1.5 0.7
C -0.1481 -0.9277 1.5053 3.2 1.4 0.2
C 0.6973 0.9133 0.0241 -3.2 -0.4 1.0
N 1.1469 0.1271 1.1500 -3.2 -2.1 2.5
F 1.1185 0.9933 2.3259 0.0 -0.4 -1.1
Cl -0.1588 -1.5933 3.1497 0.2 0.9 -1.5
H -1.6240 -2.1689 0.5942 -0.2 -0.1 1.2
H -0.9312 -1.1484 -0.4760 0.8 1.4 -1.6
H 1.3685 1.7149 -0.1400 0.5 0.8 -0.2
H 0.7163 0.1745 -0.7609 0.2 0.1 -0.7
H -0.4473 1.2209 0.1579 2.5 -0.1 -0.4
```
Positions in Å, forces in eV/Å.

Properties
- relative energy (zero: lowest compared OMol25 entry of this formula, charge and spin) (kJ/mol) = 306.7
- spin multiplicity = 1
- frontier orbital gap (eV) = 10.849

---

4.
Entry from OMol25: a cluster of 2 separate species, C3H5ClN in total (ωB97M-V with the def2-TZVPD basis set).

The geometry in XYZ format:
```
10
Properties=species:S:1:pos:R:3:forces:R:3
C -1.0787 -0.6563 0.2490 -6.5 1.7 -0.9
C -2.7339 0.0590 0.3974 6.3 -1.7 2.6
C 0.2016 -0.8431 0.2728 1.0 -0.3 0.3
N 1.3691 0.7590 -0.1040 0.3 0.2 0.1
Cl -3.7307 0.0932 -0.7966 -1.2 -0.2 -2.2
H 0.4551 -1.3336 -0.6737 -0.1 -0.1 -0.1
H 0.8204 -1.1792 1.0913 0.0 0.1 0.3
H 1.9283 0.9201 0.7321 0.0 0.1 -0.2
H 0.7839 1.5738 -0.2683 0.1 -0.1 0.0
H 1.9850 0.6072 -0.9001 0.0 0.2 0.1
```
Positions in Å, forces in eV/Å.

Properties
- total charge = +1
- relative energy (zero: lowest compared OMol25 entry of this formula, charge and spin) (kJ/mol) = 511.0
- spin multiplicity = 1
- frontier orbital gap (eV) = 8.066

---

5.
Entry from OMol25: a cluster of 2 separate species, C3H5ClN2 in total (ωB97M-V with the def2-TZVPD basis set).

The geometry in XYZ format:
```
11
Properties=species:S:1:pos:R:3:forces:R:3
C 0.5227 1.3504 1.5472 -0.4 -3.6 -3.7
C -0.3721 0.3589 -1.2369 2.5 0.7 1.2
C 0.2906 -0.3030 -0.0248 0.7 1.1 -0.2
N 0.4807 2.1935 2.3044 0.0 2.1 2.0
N -0.3175 -1.2956 0.6596 0.5 1.5 -1.5
Cl 1.9981 -0.5619 -0.4137 -0.1 0.0 0.6
H -0.5575 -0.2951 -2.0120 -0.6 -2.2 -1.3
H -1.2244 0.8040 -0.9047 -2.6 1.2 0.7
H 0.2183 1.1148 -1.7854 0.2 -0.2 1.1
H 0.1106 -1.6098 1.4694 1.0 -0.7 1.5
H -1.1494 -1.7560 0.3969 -1.0 0.2 -0.5
```
Positions in Å, forces in eV/Å.

Properties
- relative energy (zero: lowest compared OMol25 entry of this formula, charge and spin) (kJ/mol) = 234.8
- spin multiplicity = 1
- frontier orbital gap (eV) = 9.436

---

6.
Entry from OMol25: an isolated molecule of C3H5ClN2 (ωB97M-V with the def2-TZVPD basis set).

The geometry in XYZ format:
```
11
Properties=species:S:1:pos:R:3:forces:R:3
C 0.5476 0.1118 -0.0606 0.5 1.3 0.4
C -0.8025 -0.5104 0.0128 2.3 0.4 -0.5
C -1.7821 0.2929 0.1669 -4.8 4.0 -0.7
H 2.5886 -0.3477 -0.3347 -3.7 -1.7 1.0
H 1.5431 -1.6777 0.4949 0.0 2.3 -1.7
H 1.7713 1.6406 0.1519 -2.1 -0.8 -1.1
H -0.8215 -1.5197 -0.2450 -0.5 -1.6 -0.1
H -1.7778 1.4353 0.1990 0.9 -2.0 0.4
N 1.5497 -0.7893 -0.1329 4.7 -2.0 0.7
N 0.7569 1.3754 -0.1363 1.0 0.6 1.1
Cl -3.5732 -0.0113 -0.1160 1.7 -0.5 0.5
```
Positions in Å, forces in eV/Å.

Properties
- relative energy (zero: lowest compared OMol25 entry of this formula, charge and spin) (kJ/mol) = 114.7
- spin multiplicity = 1
- frontier orbital gap (eV) = 10.141

---

7.
Entry from OMol25: an isolated molecule of C3H5ClN2O (ωB97M-V with the def2-TZVPD basis set).

The geometry in XYZ format:
```
12
Properties=species:S:1:pos:R:3:forces:R:3
C -1.3528 0.0752 0.5881 -0.5 0.0 0.2
C -0.7341 1.0821 -0.3174 -0.2 0.4 -0.2
C 1.4011 -1.0262 -0.2532 -0.5 -0.2 0.1
H -0.6175 -0.3885 1.2373 -0.1 -0.1 0.1
H -2.1578 0.5408 1.1823 0.5 -0.2 -0.3
H -1.4336 1.8040 -0.7560 0.4 -0.2 0.0
H 2.3509 0.7168 -0.0473 -0.6 -0.2 0.0
H 0.4267 -1.4764 -0.5122 0.1 0.3 -0.1
N 0.4992 1.2455 -0.5917 -0.5 -0.2 0.2
N 1.3963 0.3426 -0.0271 1.0 0.1 -0.2
O 2.3851 -1.7021 -0.1142 0.3 0.1 0.0
Cl -2.1634 -1.2138 -0.3886 0.1 0.1 0.2
```
Positions in Å, forces in eV/Å.

Properties
- relative energy (zero: lowest compared OMol25 entry of this formula, charge and spin) (kJ/mol) = 161.2
- spin multiplicity = 1
- frontier orbital gap (eV) = 10.114

---

8.
Entry from OMol25: an isolated molecule of C3H5ClN2O (ωB97M-V with the def2-TZVPD basis set).

The geometry in XYZ format:
```
12
Properties=species:S:1:pos:R:3:forces:R:3
C 0.3578 -0.2740 0.3818 0.8 -0.8 0.4
C -0.4412 -1.3370 -0.4303 -1.7 -2.0 0.2
C -0.5459 0.9217 -0.0137 -0.2 -1.0 2.4
H 0.2313 -0.4196 1.5541 0.5 0.2 -2.5
H -0.4180 -2.4562 -0.1358 1.2 1.8 -0.9
H -0.4492 -1.0977 -1.5979 0.3 -0.8 2.6
H -1.8539 -1.3509 1.1170 -0.2 0.4 -1.8
H -2.4260 0.9403 -0.5396 -0.1 -2.0 1.1
N -1.8698 -1.0557 0.0842 1.8 -1.3 0.2
N -1.8340 0.3019 0.0714 0.0 6.0 -1.4
O -0.3039 2.0935 -0.1042 -0.3 -0.5 -0.6
Cl 2.1794 -0.1736 -0.0165 -2.1 0.1 0.4
```
Positions in Å, forces in eV/Å.

Properties
- relative energy (zero: lowest compared OMol25 entry of this formula, charge and spin) (kJ/mol) = 240.4
- spin multiplicity = 1
- frontier orbital gap (eV) = 10.413

---

9.
Entry from OMol25: a cluster of 2 separate species, C3H5ClN2O2S2 in total (ωB97M-V with the def2-TZVPD basis set).

The geometry in XYZ format:
```
15
Properties=species:S:1:pos:R:3:forces:R:3
C -0.4498 2.1681 0.9252 -0.2 -0.1 0.6
C -1.2192 1.4218 0.3821 -2.2 -0.7 -1.4
C 2.2018 -0.1714 -0.5867 1.3 0.2 -0.2
N 0.6272 -1.4756 0.4548 -5.7 -1.8 2.2
N 0.9231 -0.3453 0.0153 1.9 4.3 -1.5
O -1.9539 -0.1811 -1.6577 1.3 -1.1 -1.3
O -3.7812 1.0472 -0.6690 0.7 0.1 0.9
S 1.4813 -2.8667 0.6677 0.9 -1.5 0.2
S -2.5198 0.3974 -0.5267 0.5 2.3 2.4
Cl -2.7026 -1.0204 0.9824 -0.1 0.3 -0.5
H 0.2258 2.7329 1.5578 -0.4 -0.3 -0.6
H 1.9865 0.6631 -1.3143 0.9 -1.0 0.3
H 3.1014 0.1843 0.1076 -1.8 -0.7 -1.0
H 2.5402 -1.1607 -1.0602 -0.2 1.4 0.1
H -0.4609 -1.3937 0.7217 3.1 -1.5 -0.3
```
Positions in Å, forces in eV/Å.

Properties
- relative energy (zero: lowest compared OMol25 entry of this formula, charge and spin) (kJ/mol) = 286.9
- spin multiplicity = 3
- frontier orbital gap (spin up / spin down) (eV) = 5.722 / 6.264
- ⟨S²⟩ = 2.006

---

10.
Entry from OMol25: a structure of composition C3H5ClN4 (ωB97M-V with the def2-TZVPD basis set).

The geometry in XYZ format:
```
13
Properties=species:S:1:pos:R:3:forces:R:3
C -0.4882 -0.5454 -0.1707 -0.1 -1.1 3.2
C -0.1279 -0.5874 1.9757 2.1 2.6 -2.6
C 0.6044 0.4767 1.4880 0.4 -0.1 -2.3
H -1.8090 -1.5719 -1.7016 3.6 2.7 1.8
H -1.2567 0.1001 -2.0403 0.8 -2.4 2.2
H -0.0183 -0.7650 2.9678 -0.6 -1.4 2.7
H 0.6618 0.0480 -1.9099 2.5 3.0 3.1
H 0.7829 1.8703 -1.1888 1.9 -3.2 -0.2
N -0.9467 -0.7969 -1.4511 -3.7 -0.2 -3.9
N -0.7076 -1.2506 0.9489 -1.8 0.0 -1.3
N 0.4010 0.4498 0.0843 -1.0 -1.2 0.1
N 1.2427 0.8247 -0.9885 -3.7 1.8 -3.3
Cl 1.6614 1.7475 1.9862 -0.3 -0.6 0.5
```
Positions in Å, forces in eV/Å.

Properties
- relative energy (zero: lowest compared OMol25 entry of this formula, charge and spin) (kJ/mol) = 427.6
- spin multiplicity = 1
- frontier orbital gap (eV) = 8.296

---

- The highest spin multiplicity belongs to which entry?
  C3H5ClN2O2S2

---

- Which value of relative energy (zero: lowest compared OMol25 entry of this formula, charge and spin) does entry 5 give?
  234.8 kJ/mol

---

- What is the relative energy (zero: lowest compared OMol25 entry of this formula, charge and spin) in the ninth record?
  286.9 kJ/mol

---

- The lowest relative energy (zero: lowest compared OMol25 entry of this formula, charge and spin) belongs to which entry?
  number 6